(1)
125
Properties=species:S:1:pos:R:3:forces:R:3:lowdin_charge:R:1 method="wB97M-V/def2-TZVPD" charge=0 relative_energy_ev=0.000
Na 0.372 -0.846 -1.479 0.436 0.184 0.245 0.08
C 6.311 -1.535 -1.877 -0.009 -0.002 -0.004 -0.04
N 4.972 -1.123 -2.255 0.019 -0.003 0.015 -0.14
C 4.648 -0.422 -3.384 -0.024 -0.019 -0.010 -0.06
C 3.286 -0.305 -3.381 0.025 -0.008 -0.018 -0.13
N 2.772 -0.918 -2.278 -0.005 0.069 0.034 0.07
C 3.798 -1.406 -1.613 0.022 -0.025 -0.056 -0.46
P 3.756 -2.347 -0.059 -0.048 -0.022 0.001 1.17
C 2.366 -3.462 -0.400 -0.044 0.004 0.001 -0.46
N 1.201 -3.154 -0.937 -0.041 0.060 -0.163 0.07
C 0.566 -4.334 -1.190 -0.020 0.011 0.026 -0.11
C 1.356 -5.374 -0.786 0.020 0.009 0.005 -0.06
N 2.496 -4.819 -0.282 0.028 0.004 0.032 -0.12
C 3.615 -5.555 0.277 0.000 0.002 -0.003 -0.04
C 3.046 -1.093 1.056 0.110 0.040 0.074 -0.46
N 2.009 -0.299 0.867 -0.079 -0.087 -0.016 0.09
C 1.885 0.436 2.012 0.083 0.104 0.025 -0.15
C 2.884 0.113 2.889 0.001 -0.074 -0.006 -0.07
N 3.621 -0.862 2.278 -0.056 0.016 -0.015 -0.14
C 4.770 -1.539 2.857 -0.036 0.008 0.008 -0.04
H 7.028 -0.949 -2.446 0.000 0.003 -0.002 0.09
H 6.470 -2.592 -2.088 -0.003 -0.002 0.000 0.09
H 6.479 -1.359 -0.816 0.001 0.000 0.002 0.07
H 5.401 -0.088 -4.078 -0.008 0.004 0.005 0.12
H 2.648 0.180 -4.102 0.005 0.002 0.013 0.10
H -0.408 -4.373 -1.654 -0.006 0.014 -0.003 0.07
H 1.202 -6.439 -0.799 0.003 0.002 -0.005 0.12
H 3.282 -6.563 0.510 -0.004 -0.004 -0.002 0.09
H 3.951 -5.082 1.197 -0.006 -0.004 0.008 0.07
H 4.445 -5.606 -0.427 -0.003 0.004 -0.002 0.09
H 1.079 1.136 2.169 -0.011 -0.006 -0.051 0.09
H 3.115 0.469 3.879 0.001 0.007 -0.010 0.12
H 4.890 -1.194 3.881 0.004 0.005 -0.004 0.09
H 5.677 -1.314 2.298 0.009 -0.001 -0.001 0.08
H 4.612 -2.615 2.863 -0.005 -0.011 0.005 0.07
C -2.673 0.607 1.484 0.134 -0.035 -0.001 -0.30
N -1.640 0.505 2.520 -0.087 0.039 0.073 -0.17
C -1.236 -0.853 2.850 0.027 0.016 0.026 -0.33
P -0.781 -1.919 1.393 -0.140 -0.149 -0.102 1.09
C 0.106 -3.244 2.318 0.047 0.039 0.036 -0.34
C -0.143 -4.595 2.083 -0.009 0.004 -0.039 -0.10
C 0.626 -5.581 2.687 -0.002 -0.003 -0.012 -0.09
C 1.659 -5.240 3.547 0.003 0.004 0.008 -0.10
C 1.921 -3.898 3.792 0.001 0.010 -0.017 -0.09
C 1.160 -2.915 3.176 -0.030 -0.009 -0.007 -0.10
C -2.359 -2.770 1.009 -0.032 0.036 0.072 -0.40
C -3.186 -3.345 1.980 0.028 0.015 -0.026 -0.11
C -4.373 -3.956 1.621 -0.007 -0.016 -0.025 -0.08
C -4.749 -4.010 0.280 -0.002 0.001 0.043 -0.08
C -3.936 -3.454 -0.691 -0.047 0.039 -0.010 -0.08
C -2.747 -2.829 -0.326 0.007 0.028 -0.008 -0.11
C -1.660 1.417 3.590 0.028 -0.027 -0.046 -0.22
C -2.146 2.723 3.423 0.010 -0.006 -0.014 -0.03
C -2.117 3.635 4.461 -0.001 0.012 -0.012 -0.08
C -1.603 3.295 5.705 0.000 0.013 0.007 -0.11
C -1.130 2.008 5.888 -0.005 -0.003 -0.015 -0.10
C -1.161 1.078 4.856 -0.001 0.000 0.028 -0.04
P -1.924 0.979 -0.197 -0.075 0.000 0.031 1.11
C -3.405 0.962 -1.262 -0.028 -0.044 -0.001 -0.38
C -4.498 0.134 -1.006 -0.003 0.009 0.038 -0.10
C -5.523 0.009 -1.934 -0.013 0.000 -0.009 -0.08
C -5.473 0.710 -3.129 0.003 -0.004 0.017 -0.09
C -4.391 1.538 -3.391 -0.016 0.021 -0.004 -0.08
C -3.363 1.658 -2.471 -0.010 -0.033 -0.028 -0.13
C -1.615 2.770 0.057 0.047 -0.032 0.073 -0.38
C -0.363 3.101 0.574 -0.037 -0.018 -0.035 -0.14
C -0.079 4.394 0.989 -0.006 0.004 -0.020 -0.10
C -1.036 5.389 0.844 0.020 -0.010 0.005 -0.09
C -2.270 5.081 0.283 -0.030 0.007 -0.013 -0.07
C -2.563 3.779 -0.096 -0.027 0.010 -0.034 -0.08
H -3.424 1.349 1.753 -0.012 0.038 -0.002 0.10
H -3.194 -0.350 1.415 0.002 0.001 0.000 0.06
H -1.985 -1.351 3.483 0.013 -0.040 0.019 0.10
H -0.313 -0.798 3.424 -0.026 -0.006 -0.035 0.05
H -0.944 -4.885 1.416 -0.011 -0.006 0.008 0.10
H 0.408 -6.623 2.489 -0.007 -0.001 0.003 0.11
H 2.245 -6.011 4.032 0.001 0.002 -0.001 0.10
H 2.711 -3.617 4.479 0.005 0.010 -0.010 0.10
H 1.387 -1.875 3.375 0.039 -0.008 0.003 0.07
H -2.888 -3.327 3.023 -0.009 0.002 0.011 0.10
H -5.006 -4.398 2.381 0.000 0.005 0.001 0.10
H -5.678 -4.490 -0.002 0.004 -0.003 0.004 0.10
H -4.217 -3.499 -1.734 0.012 -0.010 0.032 0.09
H -2.126 -2.380 -1.097 0.003 -0.018 0.022 0.07
H -2.529 3.046 2.468 0.000 0.011 -0.053 0.08
H -2.497 4.634 4.284 0.001 -0.004 0.003 0.10
H -1.582 4.014 6.513 -0.002 -0.001 -0.003 0.10
H -0.741 1.703 6.852 0.001 -0.002 -0.002 0.10
H -0.810 0.079 5.068 -0.003 0.015 0.006 0.09
H -4.559 -0.442 -0.091 0.001 0.009 -0.028 0.09
H -6.356 -0.650 -1.723 0.002 0.000 0.002 0.10
H -6.259 0.591 -3.865 0.008 0.005 0.002 0.10
H -4.328 2.066 -4.333 0.003 -0.010 -0.002 0.11
H -2.494 2.255 -2.717 0.007 0.007 -0.003 0.08
H 0.380 2.318 0.657 0.043 0.009 0.033 0.07
H 0.883 4.624 1.433 -0.009 -0.011 -0.005 0.11
H -0.824 6.400 1.169 -0.001 0.000 -0.012 0.10
H -3.014 5.857 0.154 0.002 -0.003 0.006 0.10
H -3.534 3.544 -0.516 0.013 0.009 0.031 0.11
O -1.176 -0.940 -2.937 0.012 -0.160 0.032 -0.23
N -2.010 -0.767 -3.861 -0.001 0.062 -0.069 -0.03
C -2.649 -1.843 -4.293 -0.213 -0.048 -0.150 -0.32
C -3.644 -1.661 -5.301 0.040 -0.024 0.046 -0.22
N -4.458 -1.528 -6.104 -0.015 0.004 -0.012 0.13
C -2.389 -3.148 -3.777 0.062 0.016 -0.006 -0.19
N -2.163 -4.191 -3.340 0.017 0.004 -0.046 0.17
C 0.469 6.737 -3.033 0.017 0.000 0.005 -0.08
C 1.870 6.132 -2.951 -0.003 -0.015 -0.006 -0.41
C 2.351 5.619 -4.305 -0.002 0.001 0.008 -0.07
C 2.010 5.076 -1.854 -0.004 0.006 0.004 -0.11
N 1.403 3.783 -2.160 0.037 -0.001 0.032 -0.09
C 1.824 2.558 -1.830 0.173 -0.084 -0.150 -0.15
N 0.972 1.676 -2.288 -0.198 0.054 0.111 0.06
N 0.001 2.394 -2.891 -0.039 0.005 0.008 0.02
N 0.245 3.651 -2.815 -0.016 -0.048 -0.010 0.09
H 0.478 7.602 -3.698 -0.004 -0.001 0.004 0.08
H 0.128 7.069 -2.050 0.001 0.004 -0.009 0.07
H -0.252 6.016 -3.412 0.000 -0.001 -0.002 0.06
H 2.551 6.927 -2.629 0.009 -0.002 0.000 0.13
H 1.679 4.854 -4.695 -0.003 -0.003 0.000 0.07
H 3.355 5.193 -4.239 -0.003 0.003 -0.002 0.08
H 2.380 6.434 -5.029 0.000 -0.003 -0.001 0.08
H 1.579 5.440 -0.921 -0.029 0.014 0.012 0.11
H 3.068 4.867 -1.688 -0.003 -0.002 0.040 0.13
H 2.736 2.340 -1.299 -0.024 0.016 0.025 0.13



(2)
120
Properties=species:S:1:pos:R:3:forces:R:3:lowdin_charge:R:1 method="wB97M-V/def2-TZVPD" smiles=Fc1ccccc1.Fc1ccccc1.Fc1ccccc1.Fc1ccccc1.Fc1ccccc1.Fc1ccccc1.CCCC#N.CCCC#N.CCCC#N.CCCC#N charge=0 relative_energy_ev=0.000
F 2.296 3.355 -2.130 1.146 0.994 0.573 0.09
C 1.480 2.577 -2.796 -1.703 -1.169 -0.590 -0.29
C 1.627 2.376 -4.156 -0.937 -0.494 0.366 0.01
C 0.695 1.519 -4.774 1.062 0.350 -0.775 -0.10
C -0.252 0.832 -4.085 -0.890 0.052 2.119 -0.10
C -0.445 1.098 -2.689 0.987 0.641 -1.740 -0.06
C 0.413 2.010 -2.073 -0.112 -0.747 -1.574 0.00
H 2.380 2.877 -4.725 0.351 0.229 -0.130 0.11
H 0.699 1.361 -5.849 0.419 0.146 0.091 0.11
H -0.875 0.130 -4.613 -0.274 -0.057 0.029 0.09
H -1.291 0.683 -2.178 0.053 -0.268 0.298 0.05
H 0.242 2.279 -1.071 0.065 0.281 1.172 0.08
F 3.366 -2.008 1.918 0.426 -0.998 -0.439 0.02
C 3.492 -3.309 1.486 -0.831 -1.003 0.004 -0.27
C 2.410 -3.903 0.814 0.387 0.318 -0.341 -0.02
C 2.526 -5.232 0.386 0.204 0.212 0.774 -0.08
C 3.623 -6.049 0.745 0.051 1.066 -0.115 -0.08
C 4.692 -5.454 1.424 -0.787 1.793 0.102 -0.07
C 4.618 -4.070 1.788 -0.514 -0.181 -0.482 -0.02
H 1.505 -3.326 0.564 0.559 -0.364 0.236 0.08
H 1.690 -5.621 -0.176 0.007 -0.219 0.006 0.09
H 3.634 -7.094 0.452 0.101 0.163 0.048 0.10
H 5.607 -5.947 1.695 0.060 -0.482 -0.022 0.09
H 5.410 -3.536 2.287 0.350 -0.280 0.183 0.11
F -6.069 -4.552 4.013 0.779 0.844 -0.997 0.01
C -5.485 -3.687 3.085 -0.127 -0.314 1.401 -0.24
C -6.347 -2.995 2.245 0.874 -0.594 0.274 -0.03
C -5.758 -2.180 1.323 1.964 0.737 -0.750 -0.07
C -4.323 -1.990 1.258 -1.897 -0.706 0.402 -0.09
C -3.490 -2.692 2.125 -1.085 -0.219 -0.222 -0.07
C -4.105 -3.531 3.097 -0.133 0.080 -1.215 -0.01
H -7.399 -3.169 2.259 -0.511 -0.104 0.129 0.11
H -6.376 -1.729 0.561 0.008 0.311 0.027 0.10
H -3.962 -1.349 0.473 0.250 -0.006 -0.134 0.04
H -2.414 -2.674 1.927 -0.308 0.030 0.575 0.10
H -3.511 -4.176 3.708 0.189 -0.131 0.449 0.11
F 4.953 -4.762 -3.965 -0.314 0.345 0.428 0.04
C 4.478 -3.647 -3.336 1.870 0.329 0.538 -0.25
C 3.424 -2.985 -3.888 -0.356 0.662 -0.229 -0.03
C 2.972 -1.805 -3.287 -0.018 -0.221 1.213 -0.07
C 3.552 -1.342 -2.098 1.154 -1.673 -0.690 -0.08
C 4.690 -2.054 -1.568 -1.213 0.564 -0.831 -0.08
C 5.218 -3.164 -2.201 -2.887 -0.632 -1.516 0.01
H 2.935 -3.312 -4.797 0.156 -0.299 0.081 0.12
H 2.060 -1.366 -3.676 0.179 0.330 -0.016 0.10
H 3.131 -0.507 -1.575 -0.034 0.331 0.162 0.07
H 5.101 -1.741 -0.634 0.273 0.209 0.459 0.08
H 5.881 -3.875 -1.780 1.012 -0.039 0.442 0.10
F 5.579 5.019 -0.782 0.313 0.630 -1.013 0.06
C 5.639 3.727 -0.467 -0.418 -1.641 -0.680 -0.30
C 5.526 2.683 -1.426 0.294 1.190 0.580 0.00
C 5.397 1.376 -0.993 0.162 0.521 0.686 -0.07
C 5.517 1.120 0.390 -0.164 -1.311 -0.279 -0.10
C 5.703 2.134 1.316 -0.221 0.184 -0.286 -0.07
C 5.704 3.463 0.857 0.095 -0.757 1.699 -0.03
H 5.621 2.934 -2.465 -0.404 0.075 -0.372 0.11
H 5.178 0.580 -1.711 0.420 0.315 0.346 0.08
H 5.470 0.053 0.691 0.002 0.896 0.088 0.10
H 5.793 1.933 2.391 -0.052 -0.003 -0.575 0.11
H 5.733 4.279 1.574 0.108 -0.014 -0.165 0.12
F -1.443 2.200 2.306 -0.410 0.177 0.259 0.06
C -0.809 1.261 1.600 0.946 -1.683 -0.813 -0.29
C -1.499 0.210 0.969 -0.051 0.684 -0.314 -0.01
C -0.758 -0.666 0.178 -0.004 0.043 0.060 -0.10
C 0.630 -0.614 0.081 -0.595 -0.254 0.220 -0.11
C 1.319 0.326 0.788 -0.809 1.764 0.808 -0.07
C 0.577 1.296 1.533 0.659 -0.459 0.161 -0.01
H -2.589 0.136 1.005 0.439 0.149 0.067 0.08
H -1.225 -1.411 -0.445 -0.515 -0.159 0.190 0.08
H 1.124 -1.350 -0.522 0.251 -0.133 -0.269 0.08
H 2.390 0.423 0.710 0.170 -0.067 0.222 0.09
H 1.081 2.026 2.167 0.034 0.003 -0.382 0.11
C -4.406 3.036 0.052 -0.206 0.482 -0.666 -0.10
C -4.763 3.203 -1.442 -0.052 0.095 0.873 -0.24
C -3.758 2.477 -2.340 -0.651 0.349 -0.853 -0.18
C -3.693 1.089 -1.992 0.104 -3.213 1.447 -0.22
N -3.609 0.006 -1.559 -0.301 2.126 -1.112 0.20
H -3.314 3.086 0.154 -0.227 0.229 0.319 0.07
H -4.732 2.075 0.444 -0.062 -0.016 0.031 0.06
H -4.916 3.856 0.581 0.443 -0.434 0.209 0.08
H -4.721 4.255 -1.690 0.145 0.310 -0.126 0.10
H -5.818 2.926 -1.585 0.441 -0.314 -0.317 0.12
H -2.735 2.848 -2.184 -0.272 0.289 -0.281 0.12
H -4.068 2.552 -3.403 0.487 0.120 0.476 0.14
C -4.599 1.126 4.675 0.173 0.153 -0.644 -0.11
C -3.657 0.293 5.554 -0.642 0.033 -0.281 -0.25
C -2.417 1.133 5.907 -0.395 -0.346 0.492 -0.18
C -2.811 2.430 6.460 -0.628 3.421 1.651 -0.24
N -3.082 3.489 6.906 0.781 -3.327 -1.397 0.14
H -5.559 0.622 4.549 0.035 0.135 -0.012 0.07
H -4.174 1.310 3.670 -0.059 -0.366 0.310 0.07
H -4.752 2.142 5.060 -0.216 -0.379 0.265 0.06
H -3.407 -0.641 5.036 0.380 0.324 -0.058 0.10
H -4.211 -0.063 6.429 0.263 0.410 0.201 0.11
H -1.880 1.362 4.995 0.398 -0.160 -0.169 0.10
H -1.768 0.648 6.653 -0.073 0.075 -0.457 0.12
C 0.698 5.520 1.507 -0.186 -0.216 0.523 -0.11
C 1.702 4.815 0.672 1.742 0.027 -0.753 -0.26
C 2.527 5.821 -0.241 -0.362 -0.787 0.707 -0.16
C 1.665 6.329 -1.317 0.760 -0.112 0.784 -0.25
N 0.996 6.640 -2.190 -0.467 0.230 -0.453 0.14
H 1.194 6.163 2.226 -0.132 0.264 0.173 0.08
H 0.089 4.790 2.037 -0.059 0.045 0.195 0.07
H 0.045 6.083 0.876 -0.545 0.629 -0.270 0.07
H 1.220 4.061 0.075 -0.039 -0.273 -0.425 0.07
H 2.423 4.298 1.317 -0.002 0.010 -0.180 0.11
H 3.438 5.410 -0.709 -0.650 -0.132 0.263 0.09
H 2.883 6.586 0.461 -0.220 0.307 -0.520 0.12
C -2.098 -3.190 -3.862 0.148 -0.534 1.341 -0.09
C -3.142 -3.282 -2.741 0.297 -0.967 0.972 -0.23
C -2.957 -4.556 -1.835 -0.048 -0.246 -2.124 -0.18
C -1.823 -4.426 -0.957 0.847 0.360 0.361 -0.22
N -0.945 -4.179 -0.256 -0.146 -0.222 -0.182 0.18
H -1.076 -3.117 -3.489 0.016 0.195 0.371 0.07
H -2.259 -2.344 -4.485 -0.277 0.566 -0.694 0.05
H -2.086 -4.119 -4.415 -0.303 -0.141 -0.529 0.07
H -4.156 -3.335 -3.124 -0.105 -0.033 -0.316 0.10
H -3.153 -2.486 -2.009 0.251 0.748 -0.337 0.06
H -2.875 -5.440 -2.513 0.142 0.430 0.750 0.13
H -3.814 -4.697 -1.217 -0.786 -0.108 0.438 0.10